Entry i
# C3H6N2

2 unconnected molecules or ions with the total composition C3H6N2 (ωB97M-V/def2-TZVPD, the OMol25 dataset).

Output
HOMO (eV): -9.110
SMILES: C1=NC1.C=N
Gap between HOMO and LUMO (eV): 10.1499
E_LUMO (eV): 1.04

Structure (XYZ):
```
11
C3H6N2 | the OMol25 dataset | ωB97M-V/def2-TZVPD
N -0.00037 -0.10681 -0.82260
N 0.43045 0.56886 2.11201
C -0.46638 -0.00136 2.72004
C 0.21627 0.53778 -2.26639
C -0.07633 -0.80606 -1.87962
H 1.08802 0.04435 1.45451
H -1.02673 0.60892 3.49521
H -0.57149 1.10964 -2.71787
H -0.86533 -0.98841 2.49412
H 1.23362 0.87822 -2.41590
H 0.03828 -1.84514 -2.17351
```

---

Entry ii
# C3H6N2

A single C3H6N2 molecule (ωB97M-V/def2-TZVPD, the OMol25 dataset).

Output
HOMO (eV): -9.654
SMILES: C[C@@H](N)C#N
Gap between HOMO and LUMO (eV): 10.4748
E_LUMO (eV): 0.82

Structure (XYZ):
```
11
C3H6N2 | the OMol25 dataset | ωB97M-V/def2-TZVPD
N -0.88544 -0.85213 0.48002
N -1.00861 2.53580 -0.13262
C -0.12596 0.08377 -0.44904
C 1.30489 -0.19052 0.02774
C -0.60939 1.46489 -0.29536
H -1.26280 -0.40537 1.30826
H -0.29200 -0.24203 -1.47920
H 1.80969 0.68285 0.48016
H -1.54594 -1.50965 0.09262
H 1.97150 -0.54669 -0.78373
H 0.64406 -1.02093 0.75116
```

---

Entry iii
# C3H6N2

A single C3H6N2 molecule (ωB97M-V/def2-TZVPD, the OMol25 dataset).

Output
HOMO (eV): -8.964
SMILES: C=C=NNC
Gap between HOMO and LUMO (eV): 10.0821
E_LUMO (eV): 1.12

Structure (XYZ):
```
11
C3H6N2 | the OMol25 dataset | ωB97M-V/def2-TZVPD
N 1.08358 -0.51934 -0.08176
N 0.14303 -0.04554 0.92858
C 0.10178 1.40233 1.08098
C 0.39064 -1.00925 -0.98917
C -0.47157 -1.46760 -1.86206
H -0.42428 1.86534 0.23628
H -0.71975 -0.86400 -2.72931
H 1.04074 1.94951 1.26667
H -0.53294 1.48491 1.96568
H 0.46991 -0.46249 1.79279
H -1.08113 -2.33387 -1.60868
```

---

Entry iv
# C3H6N2

A single C3H6N2 molecule (ωB97M-V/def2-TZVPD, the OMol25 dataset).

Output
HOMO (eV): -9.572
SMILES: C1=NCNC1
Gap between HOMO and LUMO (eV): 10.6369
E_LUMO (eV): 1.07

Structure (XYZ):
```
11
C3H6N2 | the OMol25 dataset | ωB97M-V/def2-TZVPD
N -0.70869 1.23062 -0.07537
N -0.17071 -1.10032 -0.06724
C 0.56014 1.12791 -0.05839
C 1.03442 -0.30502 0.14192
C -1.26939 -0.10158 0.13032
H -1.67191 -0.09357 1.14659
H -2.09920 -0.28581 -0.55529
H 1.25900 1.94557 -0.21211
H -0.19360 -1.35248 -1.06347
H 1.83773 -0.61486 -0.54441
H 1.42222 -0.45046 1.15745
```

---

entry iv is favored, and the nearest alternative lies 1.468 eV above it.

---

Entry i
# C15H18O

A single C15H18O molecule (ωB97M-V/def2-TZVPD, the OMol25 dataset).

Output
HOMO (eV): -7.877
SMILES: C[C@H]1C=CC=C2Cc3occc3CC[C@@]21C
Gap between HOMO and LUMO (eV): 8.5960
E_LUMO (eV): 0.72

Structure (XYZ):
```
34
C15H18O | the OMol25 dataset | ωB97M-V/def2-TZVPD
O 0.33518 -1.23466 -3.30310
C 2.47549 -0.14347 0.08204
C 0.91441 -1.74423 -0.92524
C -1.92825 -1.19730 -0.39801
C 1.14645 -0.46955 -0.09100
C -0.01853 -1.50567 -2.02876
C -0.50512 2.54227 1.85952
C -1.43139 0.09715 0.28283
C -1.36245 -1.27799 -1.77093
C 2.78774 0.89713 0.98440
C 1.93281 1.78992 1.52513
C -1.93530 -0.96780 -3.07398
C -0.81468 -0.98824 -3.98730
C 0.47989 1.70753 1.02760
C 0.05237 -0.53862 2.13611
C 0.06072 0.13332 0.74788
H -0.83542 -0.16833 2.72356
H -1.48174 2.41302 1.42550
H 0.57621 -2.57336 -0.25484
H 1.86914 -2.10312 -1.31815
H 2.19493 2.70942 1.98339
H 0.52265 2.15031 0.06641
H 0.80648 -0.12929 2.75300
H -3.00866 -1.12687 -0.51509
H -2.94613 -0.71048 -3.37497
H 3.83341 0.95750 1.21183
H -1.58716 0.77333 -0.48543
H -0.60462 2.21877 2.89724
H 3.21951 -0.75603 -0.56855
H -0.20940 3.60369 1.86076
H -0.90848 -1.00112 -5.09378
H 0.07841 -1.60409 2.17545
H -1.56037 -2.09630 0.38683
H -2.14809 0.34317 1.05963
```

---

Entry ii
# C15H18O

2 unconnected molecules or ions with the total composition C15H18O (ωB97M-V/def2-TZVPD, the OMol25 dataset).

Output
HOMO (eV): -8.500
SMILES: CCc1ccc(O)cc1.Cc1ccccc1
Gap between HOMO and LUMO (eV): 9.3068
E_LUMO (eV): 0.81

Structure (XYZ):
```
34
C15H18O | the OMol25 dataset | ωB97M-V/def2-TZVPD
O 0.64735 2.82473 -2.22377
C 0.53315 1.76898 1.59592
C 1.55281 0.60250 -1.88132
C -0.74637 1.46064 5.11148
C 0.32926 2.05416 2.92285
C -0.85728 -0.39065 -2.93635
C 0.82669 -3.73374 -2.16299
C -0.70934 1.35590 3.59464
C 1.25962 -0.76570 -1.91483
C 0.06514 -1.28240 -2.36229
C -1.43967 0.37445 2.94851
C -0.58087 0.96312 -2.92943
C -0.33350 -2.74989 -2.35919
C 0.59538 1.46782 -2.38560
C -1.19309 0.12565 1.59647
C -0.24274 0.83292 0.89829
H -0.07373 0.72075 5.55002
H -1.78829 -0.64666 1.11447
H 1.50854 -3.39662 -1.39071
H 1.39204 -3.85199 -3.08045
H 1.29448 2.29743 1.03979
H -1.73350 -0.73451 -3.46906
H -0.68936 -2.91714 -3.37675
H 1.92872 -1.46029 -1.42203
H 0.42130 -4.69103 -1.84685
H -1.74612 1.29034 5.52414
H -1.15164 -2.95004 -1.67390
H 1.53301 3.19671 -2.13411
H -0.51259 2.48105 5.40944
H 2.45135 0.89210 -1.35536
H -1.22569 1.70575 -3.38414
H -2.17755 -0.19541 3.49667
H 0.78139 2.77048 3.58183
H 0.08108 0.58059 -0.09541
```

---

entry ii is favored, and the nearest alternative lies 2.575 eV above it.

---

Entry i
# C15H18O

2 unconnected molecules or ions with the total composition C15H18O (ωB97M-V/def2-TZVPD, the OMol25 dataset).

Output
HOMO (eV): -8.390
SMILES: CCc1ccc(O)cc1.Cc1ccccc1
Gap between HOMO and LUMO (eV): 9.2090
E_LUMO (eV): 0.82

Structure (XYZ):
```
34
C15H18O | the OMol25 dataset | ωB97M-V/def2-TZVPD
O 5.05798 -1.31794 2.18239
C -1.27241 -1.73593 1.46776
C -3.42115 1.53627 -1.08921
C 1.67196 0.07055 2.22744
C -0.41214 -0.55683 0.97284
C -1.39002 0.99582 -2.30758
C 3.02379 -0.08831 2.54430
C -0.89437 2.21311 -2.01098
C 3.10489 -1.99697 1.06273
C -0.60957 -0.04673 -3.05508
C -1.70782 3.12043 -1.26642
C 1.04699 -0.75012 1.32082
C -2.67266 0.63394 -1.83508
C -2.95444 2.75655 -0.83703
C 3.74055 -1.14137 1.95897
C 1.76643 -1.78555 0.75268
H -0.82407 0.34505 1.41430
H -0.91818 -2.67064 0.99883
H 1.12247 0.87845 2.67111
H -3.51031 3.41948 -0.24183
H -0.49251 -0.50502 -0.11649
H -2.31280 -1.57318 1.17362
H 3.52530 0.59859 3.22479
H 3.65629 -2.82706 0.55188
H 1.28534 -2.43168 0.02399
H -1.22475 -1.85675 2.56664
H -3.05053 -0.37688 -2.07316
H 0.47129 0.19205 -2.94126
H 0.09538 2.47082 -2.33278
H -1.29157 4.05640 -0.97094
H -0.83804 -1.03404 -2.64618
H 5.40309 -1.68756 1.41859
H -4.34749 1.16452 -0.68022
H -0.82692 -0.06948 -4.12944
```

---

Entry ii
# C15H18O

A single C15H18O molecule (ωB97M-V/def2-TZVPD, the OMol25 dataset).

Output
HOMO (eV): -7.797
SMILES: CC1=C[C@@H]2CC(C)(C)[C@H]1/C=C\c1ccoc12
Gap between HOMO and LUMO (eV): 8.5667
E_LUMO (eV): 0.77

Structure (XYZ):
```
34
C15H18O | the OMol25 dataset | ωB97M-V/def2-TZVPD
O 2.55049 1.50531 1.80070
C -0.27826 -0.82503 2.08875
C -0.52923 -0.36349 -2.74044
C 0.86137 1.41510 -0.00359
C -0.61289 1.82110 -0.09880
C 0.78623 0.15367 2.29049
C 1.29857 1.10654 1.37734
C 1.78464 -0.06919 3.30139
C -1.10953 -0.49936 -0.39467
C -3.05645 1.26700 -0.38072
C -0.94046 -1.20116 0.98908
C 0.12224 -0.63141 -1.27240
C -1.57082 0.87715 -0.19770
C 0.67511 -2.07106 -1.46186
C 1.24149 0.22832 -0.94613
C 2.79270 0.78298 2.92172
H 0.94482 -2.37913 -0.53366
H 1.69085 0.71305 -1.76519
H 1.97553 -0.98630 3.92229
H -0.32204 -1.49079 2.97565
H 1.26582 2.36978 -0.27948
H -0.98762 0.63074 -2.95830
H 3.72323 0.77277 3.44084
H -1.34298 -1.07523 -2.89618
H 0.15804 -0.55550 -3.57463
H 2.07678 -0.33696 -0.47905
H -3.51254 1.55900 0.53816
H 1.59385 -2.18553 -1.99586
H -0.97337 2.84634 -0.01437
H -3.15449 2.04494 -1.16909
H -0.07743 -2.69491 -1.92487
H -3.54363 0.39123 -0.76632
H -1.97716 -1.01845 -0.91108
H -1.55286 -2.10152 1.11796
```

---

entry i is favored, and the nearest alternative lies 2.743 eV above it.

---

Entry i
# C4H12NPS

2 unconnected molecules or ions with the total composition C4H12NPS (ωB97M-V/def2-TZVPD, the OMol25 dataset).

Output
HOMO (spin up / spin down) (eV): -7.871 / -7.861
Gap between HOMO and LUMO (spin up / spin down) (eV): 7.1452 / 7.1274
E_LUMO (spin up / spin down) (eV): -0.73 / -0.73

Structure (XYZ):
```
19
C4H12NPS | the OMol25 dataset | ωB97M-V/def2-TZVPD
S 1.64881 2.41075 2.32736
P -0.58159 -1.26200 -0.76467
N 0.58525 -0.34594 0.14318
C -0.62107 -0.09282 -2.15956
C 1.91758 -0.31494 -0.34646
C -2.05507 -0.77366 0.19797
C 0.31226 0.21362 1.39626
H -1.73643 -0.69584 1.20210
H 0.74423 -0.27092 2.29099
H 1.99859 -0.77123 -1.35825
H -2.69276 -1.60612 0.07819
H 0.43244 -0.04676 -2.67431
H -0.66773 0.50389 1.46755
H -2.61985 0.21042 -0.10423
H 2.28829 0.79947 -0.33671
H -1.13560 -0.46868 -3.03658
H -1.07140 0.98657 -2.01255
H 2.68565 -0.65895 0.41206
H 0.56841 2.18314 3.27765
```

---

Entry ii
# C4H12NPS

A single C4H12NPS molecule (ωB97M-V/def2-TZVPD, the OMol25 dataset).

Output
HOMO (eV): -7.943
SMILES: CN(CS)P(C)C
Gap between HOMO and LUMO (eV): 8.7920
E_LUMO (eV): 0.85

Structure (XYZ):
```
19
C4H12NPS | the OMol25 dataset | ωB97M-V/def2-TZVPD
S 0.94329 1.20489 -2.57782
P -1.06042 0.38557 0.35775
N 0.11552 -0.53855 -0.54775
C 0.01582 1.71963 1.18054
C -0.45082 -1.63892 -1.27169
C 1.25860 0.04533 -1.11450
C -1.09461 -0.77598 1.92614
H 0.63971 2.11869 0.27794
H -0.02900 -2.66785 -1.10072
H 1.95999 -0.72166 -1.58585
H -0.64087 2.55670 1.47009
H -0.87860 -1.74738 1.59427
H 0.97397 2.38937 -1.87544
H 1.81988 0.54417 -0.35702
H 0.61575 1.21181 1.94178
H -1.97573 -0.78817 2.49055
H -1.57405 -1.53517 -1.08138
H -0.27186 -0.32957 2.66280
H -0.36657 -1.43292 -2.38967
```

---

entry ii is favored, and the nearest alternative lies 2.418 eV above it.

---

Entry i
# C3H6N2O2

A single C3H6N2O2 molecule (ωB97M-V/def2-TZVPD, the OMol25 dataset).

Output
HOMO (eV): -10.186
SMILES: [H]/N=C(/C)NC(=O)O
Gap between HOMO and LUMO (eV): 10.7976
E_LUMO (eV): 0.61

Structure (XYZ):
```
13
C3H6N2O2 | the OMol25 dataset | ωB97M-V/def2-TZVPD
O 2.63355 -0.37350 0.55864
O 1.23373 -0.56401 -1.21289
N 0.43302 0.04132 0.79625
N -1.84034 -0.79869 0.79209
C 1.43738 -0.24643 -0.05892
C -0.95969 -0.12578 0.21543
C -1.26672 0.82623 -0.88328
H 0.63012 -0.07931 1.77881
H -2.32521 0.76669 -1.11870
H 3.31215 -0.54894 -0.10138
H -1.56934 -1.32330 1.61311
H -1.00938 1.84831 -0.59475
H -0.70927 0.57739 -1.78441
```

---

Entry ii
# C3H6N2O2

A single C3H6N2O2 molecule (ωB97M-V/def2-TZVPD, the OMol25 dataset).

Output
HOMO (eV): -9.454
SMILES: [H]/N=C(/N)OC(C)=O
Gap between HOMO and LUMO (eV): 10.0912
E_LUMO (eV): 0.64

Structure (XYZ):
```
13
C3H6N2O2 | the OMol25 dataset | ωB97M-V/def2-TZVPD
O 0.15189 0.00433 0.45744
O -0.33357 -0.13149 -1.67736
N -1.11155 -1.88405 -0.18530
N -0.89434 -0.96923 2.04531
C 0.97884 1.74104 -0.98025
C 0.19649 0.48787 -0.79111
C -0.61714 -1.05948 0.57077
H 0.63418 2.56408 -0.47725
H -0.79041 -1.81793 -1.20889
H -0.03033 -0.63442 2.54127
H -0.91151 -1.97957 2.53809
H 2.10506 1.72226 -0.74151
H 0.62239 1.95660 -2.09119
```

---

Entry iii
# C3H6N2O2

A single C3H6N2O2 molecule (ωB97M-V/def2-TZVPD, the OMol25 dataset).

Output
HOMO (eV): -8.915
SMILES: C/C(=N/N)OC=O
Gap between HOMO and LUMO (eV): 9.8036
E_LUMO (eV): 0.89

Structure (XYZ):
```
13
C3H6N2O2 | the OMol25 dataset | ωB97M-V/def2-TZVPD
O 0.79380 -0.63027 0.23444
O 1.96181 1.01265 -0.82571
N -0.77718 0.38251 2.12909
N -1.23118 0.26292 0.83022
C 1.93336 -0.04433 -0.24774
C -0.44779 -0.09254 -0.10892
C -0.82686 -0.06779 -1.55135
H -1.53559 0.17355 2.82793
H 2.82737 -0.63391 0.00048
H -0.79654 -1.11531 -1.96016
H -1.86468 0.25386 -1.56766
H 0.14115 -0.12867 2.35377
H -0.17768 0.62734 -2.11439
```

---

Entry iv
# C3H6N2O2

A single C3H6N2O2 molecule (ωB97M-V/def2-TZVPD, the OMol25 dataset).

Output
HOMO (eV): -9.939
SMILES: NC(=O)CC(N)=O
Gap between HOMO and LUMO (eV): 10.6576
E_LUMO (eV): 0.72

Structure (XYZ):
```
13
C3H6N2O2 | the OMol25 dataset | ωB97M-V/def2-TZVPD
O -0.69103 -1.20427 -1.22903
O 1.54423 0.80369 1.71002
N 1.72443 -0.73185 0.05704
N -1.47842 0.93064 -1.10919
C 0.97724 0.09031 0.88505
C -0.89218 -0.17404 -0.56181
C -0.51147 -0.11729 0.89070
H -0.77831 -1.05377 1.38952
H -1.28217 1.86036 -0.76135
H -0.99081 0.73933 1.37442
H 1.44653 -1.18339 -0.80859
H -1.78637 0.85841 -2.07098
H 2.71834 -0.81814 0.23420
```

---

entry iv is favored, and the nearest alternative lies 0.524 eV above it.

---

Entry i
# C9H10

A single C9H10 molecule (ωB97M-V/def2-TZVPD, the OMol25 dataset).

Output
HOMO (eV): -8.397
SMILES: CC1=C[C@@H]1C1C=CC=C1
Gap between HOMO and LUMO (eV): 9.5312
E_LUMO (eV): 1.13

Structure (XYZ):
```
19
C9H10 | the OMol25 dataset | ωB97M-V/def2-TZVPD
C -0.88762 -0.75265 1.60802
C 1.48672 1.60246 -0.54675
C -1.57195 0.38646 1.69124
C 0.78980 -0.56226 -1.88635
C -2.11483 0.67987 0.37160
C 0.47636 -1.01922 -0.41555
C 1.06034 0.20681 -0.88640
C -1.87124 -0.25548 -0.45723
C -0.92420 -1.22534 0.18166
H -2.23668 -0.48009 -1.51131
H -0.35971 -1.33317 2.31668
H 2.59381 1.59930 -0.26618
H 1.13410 -1.66596 0.13395
H 0.90580 2.00876 0.31772
H -2.64640 1.51385 0.06958
H 0.92524 -1.15479 -2.69503
H -1.96227 0.87086 2.52647
H -1.20614 -2.33717 0.12235
H 1.45190 2.26251 -1.36560
```

---

Entry ii
# C9H10

A molecular structure, C9H10 (ωB97M-V/def2-TZVPD, the OMol25 dataset).

Output
HOMO (eV): -8.791
Gap between HOMO and LUMO (eV): 9.0997
E_LUMO (eV): 0.31

Structure (XYZ):
```
19
C9H10 | the OMol25 dataset | ωB97M-V/def2-TZVPD
C 0.19954 -0.24596 1.13851
C -0.39555 -0.10228 -0.24243
C -1.61725 1.95343 -1.27798
C -0.24140 1.93630 -1.91256
C -1.65352 0.63633 -0.22674
C -1.83309 2.01080 0.16030
C 0.38400 0.62336 -1.32519
C -2.50832 0.84852 -1.33262
C -0.41838 -1.49967 1.90938
H -0.44504 1.92672 -3.02188
H -0.67175 -1.44091 2.98280
H 0.25747 2.86971 -1.52194
H -0.01196 0.60343 1.79440
H 0.61420 -0.08238 -2.08820
H 1.32793 -0.21497 1.15110
H -1.13145 -1.95608 1.28687
H 0.28243 -2.31127 1.94030
H -0.40130 -1.11314 -0.53165
H 1.31166 0.90036 -0.78417
```

---

entry i is favored, and the nearest alternative lies 3.446 eV above it.